Record 1
Below is C12H24ClIN4O2PPt as an isolated structure, with properties calculated with ωB97M-V with the def2-TZVPD basis set.

Geometry (Å):
C1 2.024 -2.800 -2.914
C2 1.269 -1.533 -2.813
H1 2.385 -2.955 -3.935
H2 1.351 -3.621 -2.621
H3 2.872 -2.791 -2.216
O1 1.050 -0.744 -3.725
I1 3.547 -0.970 -0.119
Pt1 0.824 -1.080 -0.843
P1 -1.486 -1.297 -1.337
C3 -2.424 0.083 -2.098
C4 -1.555 -2.564 -2.643
H4 -2.366 -2.786 0.357
H5 -3.674 -2.075 -0.605
H6 -2.853 -1.099 0.656
C5 -2.709 -1.865 -0.117
H7 -1.111 -3.479 -2.249
H8 -2.584 -2.778 -2.942
H9 -3.370 -0.294 -2.515
H10 -1.845 0.562 -2.892
H11 -0.965 -2.238 -3.510
H12 -2.666 0.821 -1.326
C6 0.747 0.728 -1.321
O2 0.541 1.808 -1.703
Cl1 0.402 -3.205 0.222
C7 1.513 -0.682 2.491
N1 0.967 0.360 1.596
C8 1.932 1.471 1.481
N2 2.307 2.030 2.795
C9 2.857 0.936 3.628
N3 1.869 -0.151 3.817
C10 0.656 0.415 4.444
N4 0.065 1.470 3.588
C11 -0.245 0.900 2.264
C12 1.076 2.547 3.433
H13 2.434 -1.099 2.043
H14 0.751 -1.467 2.590
H15 1.477 2.284 0.892
H16 2.843 1.093 0.986
H17 3.129 1.336 4.618
H18 3.740 0.515 3.122
H19 -0.087 -0.377 4.609
H20 0.932 0.863 5.409
H21 -0.667 1.697 1.635
H22 -0.974 0.085 2.379
H23 1.323 2.932 4.435
H24 0.651 3.355 2.820

Net charge: +3
Highest occupied orbital energy (alpha / beta): -17.216 / -19.212 eV
2S+1: 5



Record 2
Below is C12H24N2O9Rb as an isolated structure, with properties calculated with ωB97M-V with the def2-TZVPD basis set.

Geometry (Å):
Rb1 0.014 -2.779 -1.192
N1 -0.713 -1.531 -4.057
O1 0.437 -1.731 -3.593
O2 -1.704 -2.143 -3.536
O3 -0.948 -0.728 -4.975
N2 -1.315 -2.826 1.551
O4 -1.936 -3.602 0.823
O5 -1.092 -3.135 2.697
O6 -0.995 -1.696 1.137
C1 -2.720 1.757 -2.423
C2 -3.818 0.924 -1.688
C3 -3.289 1.082 -0.217
O7 -2.341 2.144 -0.206
C4 -1.600 2.002 -1.421
H1 -3.078 2.757 -2.662
H2 -2.417 1.303 -3.381
H3 -3.880 -0.145 -1.962
H4 -4.776 1.418 -1.860
H5 -2.738 0.161 -0.020
H6 -4.015 1.235 0.651
H7 -0.854 1.249 -1.315
H8 -1.144 2.951 -1.539
C5 2.098 0.175 -1.384
C6 3.373 -0.199 -2.215
C7 3.238 -1.704 -2.041
O8 2.818 -1.963 -0.706
C8 2.361 -0.686 -0.165
H9 1.177 -0.152 -1.878
H10 2.018 1.252 -1.097
H11 4.273 0.144 -1.654
H12 3.382 0.041 -3.277
H13 4.125 -2.317 -2.183
H14 2.529 -2.070 -2.847
H15 3.186 -0.315 0.463
H16 1.549 -0.917 0.494
C9 -0.353 0.552 3.954
C10 0.889 -0.337 3.723
C11 1.924 0.742 3.500
O9 1.273 1.749 2.758
C12 0.066 1.935 3.471
H17 -0.665 0.501 4.977
H18 -1.155 0.116 3.374
H19 0.761 -1.035 2.904
H20 1.205 -0.915 4.562
H21 2.843 0.386 3.037
H22 2.323 1.181 4.413
H23 -0.619 2.429 2.790
H24 0.302 2.738 4.216

Net charge: -1
Highest occupied orbital energy: -5.941 eV
2S+1: 1



Record 3
Below is C12H24N4NaO5 as an isolated structure, with properties calculated with ωB97M-V with the def2-TZVPD basis set.

Geometry (Å):
Na1 -0.094 -0.137 -0.296
O1 0.068 -2.691 2.377
C1 1.280 -3.216 1.878
C2 2.429 -2.216 1.999
N1 2.306 -1.160 1.014
C3 2.458 0.201 1.493
C4 1.110 0.815 1.941
O2 1.125 1.943 2.444
O3 0.079 0.104 1.705
C5 2.900 -1.421 -0.288
C6 1.963 -0.716 -1.293
O4 2.216 0.472 -1.591
O5 0.935 -1.361 -1.625
H1 0.039 -1.740 2.127
H2 1.179 -3.493 0.819
H3 1.505 -4.121 2.453
H4 3.388 -2.753 1.907
H5 2.383 -1.778 3.000
H6 2.802 0.825 0.667
H7 3.194 0.295 2.302
H8 2.879 -2.492 -0.486
H9 3.934 -1.049 -0.363
C7 -3.402 0.032 0.130
C8 -3.007 -0.988 -0.987
N2 -1.925 -0.450 -1.776
C9 -2.203 0.705 -2.600
C10 -0.977 1.636 -2.619
N3 -0.426 1.828 -1.296
C11 -1.026 2.812 -0.418
C12 -2.353 2.309 0.199
N4 -2.298 0.892 0.457
H10 -4.252 0.631 -0.214
H11 -3.748 -0.535 1.000
H12 -2.644 -1.908 -0.522
H13 -3.905 -1.244 -1.578
H14 -1.361 -1.145 -2.248
H15 -2.468 0.444 -3.636
H16 -3.060 1.234 -2.180
H17 -0.199 1.149 -3.212
H18 -1.248 2.587 -3.110
H19 0.579 1.939 -1.358
H20 -0.320 2.987 0.397
H21 -1.214 3.777 -0.921
H22 -2.548 2.899 1.107
H23 -3.179 2.512 -0.488
H24 -1.774 0.655 1.289

Net charge: -1
Highest occupied orbital energy: -4.740 eV
Energy relative to the best compared isomer or geometry (same formula, charge and spin): 46.0 kJ/mol
2S+1: 1



Record 4
Below is one molecule with the formula C12H24N4O3, with properties calculated with ωB97M-V with the def2-TZVPD basis set.

Geometry (Å):
C1 2.820 1.590 -2.947
N1 1.767 0.791 -2.293
C2 1.782 0.411 -1.016
O1 2.758 0.599 -0.308
C3 0.540 -0.324 -0.476
C4 0.682 -0.710 0.997
C5 1.662 -1.856 1.288
C6 2.055 -1.811 2.753
C7 3.147 -2.829 3.194
N2 4.453 -2.490 2.542
N3 -0.749 0.422 -0.678
C8 -1.434 0.543 -1.807
O2 -1.044 0.050 -2.898
C9 -2.706 1.357 -1.786
C10 -3.531 1.303 -3.102
N4 -3.602 1.099 -0.600
C11 -3.401 1.607 0.614
C12 -4.374 1.294 1.673
O3 -2.445 2.303 0.809
H1 3.502 1.939 -2.187
H2 2.378 2.442 -3.426
H3 3.344 0.979 -3.681
H4 0.953 0.522 -2.860
H5 0.478 -1.252 -1.021
H6 0.991 0.211 1.555
H7 -0.281 -1.070 1.402
H8 1.092 -2.788 1.117
H9 2.548 -1.828 0.642
H10 2.450 -0.827 3.005
H11 1.112 -1.944 3.299
H12 2.871 -3.858 3.004
H13 3.268 -2.784 4.279
H14 5.197 -2.903 3.107
H15 4.555 -1.479 2.547
H16 -1.106 0.967 0.119
H17 -2.401 2.416 -1.648
H18 -2.942 1.770 -3.929
H19 -4.495 1.779 -3.019
H20 -3.682 0.237 -3.345
H21 -4.429 0.504 -0.722
H22 -4.238 1.940 2.518
H23 -5.418 1.369 1.286
H24 -4.133 0.308 2.001

Net charge: 0
Highest occupied orbital energy: -9.022 eV
Energy relative to the best compared isomer or geometry (same formula, charge and spin): 5.0 kJ/mol
2S+1: 1



Record 5
Below is a 4-piece molecular cluster, C12H24O12 overall, with properties calculated with ωB97M-V with the def2-TZVPD basis set.

Geometry (Å):
C1 1.796 -0.336 1.397
O1 0.805 -1.048 2.187
C2 -0.265 -1.584 1.637
O2 -0.548 -1.630 0.435
O3 -1.087 -1.971 2.618
C3 -2.392 -2.409 2.324
H1 2.192 -1.003 0.631
H2 2.589 0.124 1.987
H3 1.295 0.446 0.826
H4 -3.017 -1.867 3.034
H5 -2.486 -3.411 2.743
H6 -2.849 -2.395 1.334
C4 5.936 0.374 5.998
O4 5.657 -0.984 5.750
C5 6.483 -1.732 4.934
O5 7.665 -1.525 4.528
O6 5.777 -2.713 4.476
C6 6.347 -3.452 3.419
H7 6.512 0.813 5.183
H8 6.387 0.540 6.976
H9 4.990 0.899 6.132
H10 5.729 -4.314 3.168
H11 7.332 -3.876 3.613
H12 6.434 -2.870 2.501
C7 -6.825 0.476 -0.009
O7 -6.048 0.938 1.153
C8 -5.521 2.133 1.206
O8 -5.445 2.975 0.310
O9 -4.934 2.280 2.498
C9 -4.228 3.410 2.944
H13 -6.078 -0.169 -0.471
H14 -7.074 1.181 -0.803
H15 -7.722 -0.082 0.259
H16 -3.293 3.567 2.407
H17 -3.925 3.338 3.989
H18 -4.687 4.393 2.840
C10 -1.558 0.345 -5.863
O10 -1.449 0.716 -7.177
C11 -0.337 1.078 -7.711
O11 0.705 1.217 -7.067
O12 -0.556 1.056 -9.020
C12 0.432 1.437 -9.961
H19 -1.045 1.088 -5.252
H20 -1.130 -0.633 -5.643
H21 -2.600 0.298 -5.547
H22 0.441 0.775 -10.827
H23 1.468 1.696 -9.742
H24 0.128 2.410 -10.347

Net charge: 0
Highest occupied orbital energy: -10.684 eV
Energy relative to the best compared isomer or geometry (same formula, charge and spin): 287.5 kJ/mol
2S+1: 1



Record 6
Below is one molecule with the formula C12H24O6, with properties calculated with ωB97M-V with the def2-TZVPD basis set.

Geometry (Å):
C1 1.315 1.534 0.442
C2 2.836 1.794 0.118
O1 3.399 0.670 -0.514
C3 3.940 -0.264 0.255
C4 3.265 -1.095 1.248
O2 2.079 -1.514 0.611
C5 1.765 -2.355 -0.477
C6 0.646 -1.778 -1.547
O3 -0.772 -2.211 -1.391
C7 -1.312 -1.338 -0.402
C8 -2.812 -2.058 -0.281
O4 -3.741 -1.717 0.847
C9 -3.651 -0.309 1.217
C10 -3.948 0.829 0.218
O5 -2.935 1.258 -0.796
C11 -1.981 2.062 -0.130
C12 -0.604 2.589 -0.889
O6 0.556 1.776 -0.831
H1 0.903 2.237 1.429
H2 1.171 0.473 0.681
H3 2.938 2.688 -0.502
H4 3.327 1.828 1.186
H5 4.890 0.304 0.659
H6 4.541 -0.954 -0.639
H7 3.872 -1.925 1.730
H8 3.184 -0.617 2.206
H9 1.420 -3.435 -0.305
H10 2.799 -2.266 -1.103
H11 1.007 -2.347 -2.461
H12 0.974 -0.641 -1.761
H13 -0.676 -1.382 0.734
H14 -1.285 -0.216 -0.772
H15 -2.636 -3.232 -0.211
H16 -3.505 -1.632 -1.212
H17 -2.633 -0.023 1.739
H18 -4.383 -0.140 1.921
H19 -4.958 0.666 -0.380
H20 -4.088 1.663 0.922
H21 -1.688 1.749 0.925
H22 -2.343 3.150 -0.099
H23 -0.325 3.606 -0.396
H24 -0.549 2.574 -1.988

Net charge: 0
Highest occupied orbital energy: -9.297 eV
Energy relative to the best compared isomer or geometry (same formula, charge and spin): 1039.2 kJ/mol
2S+1: 1



Record 7
Below is C12H25ClI2NOsP2 as an isolated structure, with properties calculated with ωB97M-V with the def2-TZVPD basis set.

Geometry (Å):
I1 5.003 3.319 -1.047
I2 4.223 3.840 -3.613
Os1 0.101 0.198 -0.377
P1 0.933 -1.165 -1.819
C1 2.614 -0.819 -2.478
C2 1.243 -2.837 -1.027
H1 1.392 -3.516 -1.864
H2 0.488 -2.736 -3.711
H3 0.366 -3.115 -0.436
H4 -0.978 -1.851 -3.242
H5 3.236 -0.397 -1.686
H6 2.134 -2.804 -0.397
C3 0.105 -1.752 -3.383
H7 3.107 -1.730 -2.855
H8 0.249 -1.048 -4.213
H9 2.603 -0.076 -3.281
P2 -0.957 2.061 -0.572
C4 0.022 3.603 -0.773
C5 -2.341 2.422 -1.769
H10 -2.351 1.559 1.384
H11 -2.581 3.231 0.750
H12 -1.161 2.848 1.771
C6 -1.858 2.466 1.023
H13 -2.961 1.533 -1.933
H14 -3.004 3.227 -1.405
H15 -0.542 4.496 -0.457
H16 0.357 3.755 -1.804
H17 -1.963 2.725 -2.754
H18 0.929 3.540 -0.168
Cl1 -2.023 -0.927 -0.688
N1 0.869 -0.128 1.645
C7 0.106 -0.924 2.559
C8 -0.859 -0.328 3.338
C9 -1.783 -1.134 4.048
C10 -1.703 -2.527 4.055
C11 -0.686 -3.075 3.280
C12 0.241 -2.295 2.567
H19 1.021 0.825 1.932
H20 1.787 -0.506 1.422
H21 -0.924 0.760 3.367
H22 -2.548 -0.668 4.643
H23 -2.356 -3.149 4.709
H24 -0.590 -4.160 3.271
H25 1.040 -2.745 1.989

Net charge: +3
Highest occupied orbital energy (alpha / beta): -17.042 / -17.133 eV
Energy relative to the best compared isomer or geometry (same formula, charge and spin): 160.5 kJ/mol
2S+1: 5



Record 8
Below is a 5-piece molecular cluster, C12H25F12N4O11S4 overall, with properties calculated with ωB97M-V with the def2-TZVPD basis set.

Geometry (Å):
O1 0.524 -1.326 -0.739
H1 0.301 -0.680 -0.064
H2 -0.101 -2.053 -0.688
H3 1.416 -1.659 -0.621
C1 4.466 -2.173 1.971
F1 5.570 -1.376 2.119
F2 4.271 -2.842 3.120
F3 3.370 -1.483 1.605
S1 4.920 -3.421 0.606
O2 6.379 -3.316 0.433
O3 4.485 -4.716 1.093
N1 4.016 -2.843 -0.756
S2 4.749 -3.520 -1.900
O4 5.995 -2.892 -2.253
O5 4.798 -4.990 -1.923
C2 3.664 -3.061 -3.438
F4 2.465 -3.649 -3.344
F5 3.557 -1.736 -3.598
F6 4.259 -3.614 -4.536
C3 -1.578 -5.377 1.902
F7 -0.494 -4.716 2.231
F8 -1.763 -6.552 2.522
F9 -2.660 -4.565 2.080
S3 -1.587 -5.808 0.006
O6 -0.169 -6.090 -0.416
O7 -2.496 -6.956 -0.080
N2 -2.066 -4.255 -0.714
S4 -3.044 -4.764 -1.819
O8 -2.482 -5.506 -2.914
O9 -4.288 -5.316 -1.255
C4 -3.541 -2.945 -2.549
F10 -4.033 -3.047 -3.762
F11 -4.450 -2.359 -1.775
F12 -2.530 -2.131 -2.633
C5 -1.810 1.108 3.462
C6 -2.754 1.429 2.363
C7 -3.644 2.671 2.786
O10 -4.655 2.956 1.808
C8 -5.572 1.924 1.532
N3 -2.032 1.749 1.151
H4 -2.248 1.057 4.459
H5 -0.896 1.702 3.442
H6 -1.459 0.077 3.417
H7 -3.427 0.586 2.203
H8 -3.002 3.542 2.918
H9 -4.189 2.530 3.719
H10 -5.206 1.181 0.823
H11 -6.458 2.402 1.113
H12 -5.938 1.451 2.443
H13 -2.645 2.112 0.436
H14 -1.522 2.573 1.435
C9 1.818 3.881 -2.296
C10 0.996 5.139 -2.018
C11 1.440 5.871 -0.676
O11 1.106 5.130 0.520
C12 1.533 5.795 1.723
N4 1.082 6.138 -3.167
H15 1.566 3.433 -3.258
H16 1.669 3.110 -1.540
H17 2.886 4.099 -2.297
H18 -0.082 5.007 -1.916
H19 1.057 6.891 -0.661
H20 2.503 6.110 -0.727
H21 2.568 6.131 1.659
H22 1.438 5.162 2.605
H23 0.920 6.678 1.905
H24 2.014 6.517 -3.261
H25 1.020 5.595 -4.017

Net charge: -1
Highest occupied orbital energy: -7.022 eV
Energy relative to the best compared isomer or geometry (same formula, charge and spin): 589.2 kJ/mol
2S+1: 1